Arrangement P

{
  "formula": "C3H6N4S",
  "method": "the ωB97M-V functional and the def2-TZVPD basis",
  "elements": ["C", "C", "C", "N", "N", "N", "N", "S", "H", "H", "H", "H", "H", "H"],
  "coordinates": [[2.1711, 0.0815, -0.1581], [-0.3039, -1.5542, 0.4196], [-1.4634, 1.1555, -0.2470], [2.0181, 1.3306, -0.3382], [0.7971, 1.7718, -0.3124], [0.3766, -0.3890, -0.0624], [-0.0650, 0.8017, -0.1375], [3.1242, -1.1338, -0.0054], [-0.6403, -1.5448, 1.4368], [-1.2613, -1.9365, -0.2166], [0.5007, -2.4196, 0.5356], [-1.5580, 2.1616, 0.2072], [-1.7149, 1.3690, -1.2734], [-1.9811, 0.3062, 0.1519]],
  "nbo_charge": [0.1431, -0.4680, -0.4320, -0.3495, -0.0393, -0.2724, 0.0852, -0.0413, 0.2084, 0.2066, 0.2602, 0.2486, 0.2296, 0.2209],
  "charge": 0,
  "orbital_gap_ha": [0.296, 0.296],
  "lumo_ev": [0.14, 0.14]
}

Arrangement Q

{
  "formula": "C3H6N4S",
  "method": "the ωB97M-V functional and the def2-TZVPD basis",
  "elements": ["H", "N", "C", "N", "S", "C", "C", "N", "N", "H", "H", "H", "H", "H"],
  "coordinates": [[-2.7408, 0.1200, -0.6029], [-1.9575, 0.2527, 0.1362], [-0.7922, -0.1964, -0.4011], [-0.5193, -0.9050, -1.6015], [1.1623, -1.0386, -2.0555], [1.6327, -0.7909, -0.3928], [0.5147, -0.0911, 0.2554], [0.7378, 0.7838, 1.2123], [-0.2234, 1.5876, 1.6797], [-1.0406, -1.7562, -1.7193], [2.3877, 0.0937, -0.5633], [2.1060, -1.6769, -0.0064], [-1.2353, 1.4641, 1.5952], [-0.0321, 2.1531, 2.4639]],
  "nbo_charge": [0.3507, -0.7289, 0.3947, -0.7837, 0.4185, -0.6005, 0.0096, -0.1351, -0.5865, 0.3985, 0.2516, 0.2356, 0.4081, 0.3674],
  "charge": 0,
  "orbital_gap_ha": 0.326,
  "smiles": "[H]/N=C1\\NSC\\C1=N\\N",
  "lumo_ev": 0.44
}

Computed relative energies in units of hartree: arrangement P 0.0661; arrangement Q 0.0000

Arrangement P

{
  "formula": "C4H13NO2",
  "method": "the ωB97M-V functional and the def2-TZVPD basis",
  "elements": ["C", "O", "C", "C", "C", "N", "H", "H", "H", "H", "H", "H", "H", "H", "H", "H", "H", "H", "H", "O"],
  "coordinates": [[-1.3947, -0.5004, 0.9527], [-1.6232, 0.6643, 1.7464], [0.1447, -0.4965, 0.6162], [0.3849, -1.4018, -0.5937], [1.0440, -0.6866, -1.7599], [0.9599, -0.9188, 1.6768], [-1.7697, -1.3685, 1.4710], [-2.1650, -0.4428, 0.0941], [-0.9795, 1.3738, 1.5768], [0.3989, 0.5295, 0.4133], [1.1450, -2.3237, -0.3993], [-0.3911, -2.0021, -0.9569], [1.0341, -1.2996, -2.6672], [1.9694, -0.4012, -1.4470], [0.4448, 0.1035, -2.0132], [0.7091, -1.7603, 2.1476], [1.2260, -0.2596, 2.3819], [-0.5520, 3.5047, -1.8457], [-0.4816, 4.2088, -0.4557], [-0.1042, 3.4773, -0.9384]],
  "mulliken_spin": [0.1609, 0.0518, 0.0121, 0.0710, 0.0130, 0.7042, -0.0081, 0.0151, 0.0050, -0.0171, 0.0007, -0.0044, 0.0099, -0.0009, 0.0007, -0.0125, -0.0013, 0.0000, 0.0000, 0.0000],
  "charge": 1,
  "orbital_gap_ha": [0.425, 0.221],
  "spin_multiplicity": 2,
  "lumo_ev": [-3.13, -8.68]
}

Arrangement Q

{
  "formula": "C4H13NO2",
  "method": "the ωB97M-V functional and the def2-TZVPD basis",
  "elements": ["C", "N", "C", "C", "C", "O", "H", "H", "H", "H", "H", "H", "H", "H", "H", "H", "H", "H", "H", "O"],
  "coordinates": [[-1.0225, 1.4013, 0.5689], [0.2182, 0.4650, 0.8512], [0.8931, -0.4983, -1.4275], [0.2654, -0.6991, -0.0040], [-1.0083, -1.4819, -0.1430], [-0.4996, -3.0319, -0.7634], [-1.8019, 1.2025, 1.3336], [-1.4357, 1.0463, -0.3434], [-0.7415, 2.4403, 0.7563], [-0.0788, 0.2088, 1.7900], [0.1621, 0.1344, -2.2006], [0.8978, -1.4106, -1.9306], [1.8491, -0.0437, -1.2675], [0.8064, -1.4218, 0.6355], [-1.6352, -1.3977, 0.7844], [-1.7070, -1.2731, -0.9790], [-0.9463, -2.6356, 0.1986], [2.0736, 2.7055, 1.3966], [1.5631, 1.7787, 0.2833], [2.1479, 2.5108, 0.4607]],
  "mulliken_spin": [0.0114, 0.6629, 0.0345, 0.0029, 0.0924, 0.0933, 0.0308, -0.0010, 0.0148, -0.0029, -0.0013, -0.0001, -0.0004, 0.0050, -0.0028, 0.0029, -0.0050, -0.0052, -0.0031, 0.0709],
  "charge": 1,
  "orbital_gap_ha": [0.421, 0.209],
  "spin_multiplicity": 2,
  "lumo_ev": [-4.10, -9.52]
}

Computed relative energies in units of hartree: arrangement P 0.0000; arrangement Q 0.1674

Arrangement P

{
  "formula": "C2H6N2S",
  "method": "the ωB97M-V functional and the def2-TZVPD basis",
  "elements": ["C", "C", "H", "H", "H", "H", "H", "H", "N", "N", "S"],
  "coordinates": [[-2.2384, 0.7556, 0.0873], [1.5269, 0.3521, -0.3052], [-2.1465, 1.2348, 1.1560], [-1.7994, 1.5100, -0.4622], [-3.2374, 0.4642, 0.0464], [0.9903, -1.1717, 0.9360], [1.0734, 1.0416, -1.2161], [3.4938, 0.7782, -0.1322], [0.4068, -0.0199, 0.4350], [2.6676, 0.0412, 0.1315], [-0.9767, -0.6658, -0.1866]],
  "nbo_charge": [-0.7198, 0.2823, 0.2162, 0.2126, 0.2313, 0.3820, 0.1513, 0.3737, -0.7847, -0.7061, 0.3613],
  "charge": 0,
  "orbital_gap_ha": 0.345,
  "lumo_ev": 0.68
}

Arrangement Q

{
  "formula": "C2H6N2S",
  "method": "the ωB97M-V functional and the def2-TZVPD basis",
  "elements": ["H", "N", "C", "N", "C", "S", "H", "H", "H", "H", "H"],
  "coordinates": [[1.7334, -1.3375, 0.0007], [2.1235, -0.3965, 0.0822], [1.2448, 0.5174, -0.0638], [-0.1276, 0.4483, -0.2410], [-0.9616, 1.5106, 0.1276], [-0.9407, -1.0407, -0.0584], [1.6101, 1.5468, -0.0460], [-1.1991, 1.5181, 1.1863], [-1.8523, 1.4262, -0.5029], [-0.3998, 2.3746, -0.1360], [-0.5124, -1.4075, 1.1620]],
  "nbo_charge": [0.3375, -0.6749, 0.2751, -0.5676, -0.3966, 0.1669, 0.1669, 0.1857, 0.2102, 0.1999, 0.0968],
  "charge": 0,
  "orbital_gap_ha": 0.364,
  "smiles": "[H]/N=C\\N(C)S",
  "lumo_ev": 0.73
}

Arrangement R

{
  "formula": "C2H6N2S",
  "method": "the ωB97M-V functional and the def2-TZVPD basis",
  "elements": ["C", "N", "C", "S", "N", "H", "H", "H", "H", "H", "H"],
  "coordinates": [[2.1581, 0.5474, 0.0138], [0.8294, 0.9253, -0.1049], [-0.0587, -0.0868, -0.1914], [-1.6210, 0.6027, -0.1850], [-2.6972, -0.7238, 0.0303], [2.3259, -0.4705, 0.3769], [2.7184, 1.2874, 0.5555], [2.6088, 0.5433, -0.9966], [0.2435, -1.1842, -0.0489], [-2.8562, -0.7884, 1.0009], [-3.6510, -0.6525, -0.4506]],
  "nbo_charge": [-0.4329, -0.4345, -0.1432, 0.4806, -0.9929, 0.1677, 0.2041, 0.1963, 0.1997, 0.3644, 0.3908],
  "charge": 0,
  "orbital_gap_ha": 0.331,
  "smiles": "C/N=C/SN",
  "lumo_ev": 0.70
}

Arrangement S

{
  "formula": "C2H6N2S",
  "method": "the ωB97M-V functional and the def2-TZVPD basis",
  "elements": ["N", "C", "C", "N", "S", "H", "H", "H", "H", "H", "H"],
  "coordinates": [[-1.9430, -0.7037, 0.0623], [-0.9381, 0.4077, -0.1185], [0.4629, -0.0635, -0.2040], [1.5385, 0.4852, 0.2553], [3.0206, -0.4062, -0.0100], [-1.7420, -1.0230, 1.0332], [-2.8876, -0.3735, -0.1164], [-0.7846, 1.0429, 0.8048], [-1.0753, 1.0136, -0.9906], [0.6540, -0.9740, -0.7488], [3.6945, 0.5944, 0.0327]],
  "nbo_charge": [-0.8353, -0.2943, 0.1029, -0.5407, 0.1790, 0.3669, 0.3756, 0.1941, 0.2220, 0.1485, 0.0814],
  "charge": 0,
  "orbital_gap_ha": 0.360,
  "smiles": "NC/C=N/S",
  "lumo_ev": 0.91
}

Computed relative energies in units of hartree: arrangement P 0.1010; arrangement Q 0.0000; arrangement R 0.0238; arrangement S 0.0291

Arrangement P

{
  "formula": "C2HN3O3",
  "method": "the ωB97M-V functional and the def2-TZVPD basis",
  "elements": ["O", "N", "O", "C", "C", "N", "N", "O", "H"],
  "coordinates": [[1.4795, -0.9599, 1.3821], [1.2495, -0.1787, 0.4586], [2.1225, 0.7188, -0.0271], [0.0169, -0.1078, -0.1683], [-1.0753, -0.1921, 0.7547], [-2.1798, -0.0359, -0.0608], [-1.6574, 0.3504, -1.2903], [-0.4297, 0.4193, -1.2575], [-0.9144, -0.5757, 1.9487]],
  "nbo_charge": [-0.3058, 0.4524, -0.3922, 0.2719, -0.0573, -0.2467, 0.1334, -0.1465, 0.2907],
  "charge": 0,
  "orbital_gap_ha": 0.340,
  "smiles": "O=[N+]([O-])c1cnno1",
  "lumo_ev": -1.96
}

Arrangement Q

{
  "formula": "C2HN3O3",
  "method": "the ωB97M-V functional and the def2-TZVPD basis",
  "elements": ["C", "C", "N", "N", "N", "O", "O", "O", "H"],
  "coordinates": [[-1.6672, 0.3403, -0.0858], [1.1665, 0.8418, 0.1159], [-1.2831, -0.8806, -0.0696], [-1.3367, -1.9985, 0.6957], [2.1951, 0.3965, -0.2953], [-2.2622, 1.2583, -0.4727], [0.1063, 1.2111, 0.2597], [-0.0693, -1.4681, 0.0489], [3.1506, 0.2991, -0.1968]],
  "nbo_charge": [0.8666, 0.9012, -0.0947, -0.1812, -0.7242, -0.3969, -0.5477, -0.2591, 0.4362],
  "charge": 0,
  "orbital_gap_ha": 0.281,
  "lumo_ev": -0.35
}

Arrangement R

{
  "formula": "C2HN3O3",
  "method": "the ωB97M-V functional and the def2-TZVPD basis",
  "elements": ["O", "C", "N", "N", "O", "N", "C", "O", "H"],
  "coordinates": [[0.3885, -1.3017, 1.4207], [-0.0844, -0.5498, 0.5966], [-1.5409, -0.2901, 0.5746], [-2.1384, 0.0339, -0.3686], [-1.3136, 0.2513, -1.6572], [0.0398, 0.3977, -1.3649], [0.6580, 0.3239, -0.2241], [1.8799, 0.7876, 0.1592], [2.1111, 0.3473, 0.8637]],
  "nbo_charge": [-0.4977, 0.5198, -0.1694, 0.2103, -0.2141, -0.1063, 0.3679, -0.5978, 0.4874],
  "charge": 0,
  "orbital_gap_ha": 0.330,
  "smiles": "O=c1nnonc1O",
  "lumo_ev": -1.00
}

Computed relative energies in units of hartree: arrangement P 0.0829; arrangement Q 0.1102; arrangement R 0.0000

Arrangement P

{
  "formula": "C6H12N",
  "method": "the ωB97M-V functional and the def2-TZVPD basis",
  "elements": ["C", "N", "C", "C", "C", "C", "C", "H", "H", "H", "H", "H", "H", "H", "H", "H", "H", "H", "H"],
  "coordinates": [[1.4589, -2.9511, -1.1583], [0.6472, -1.9707, -1.0227], [0.3986, -1.2871, 0.1821], [-0.3605, -0.1984, 0.2578], [-0.3740, 0.8534, 1.3021], [-1.1674, 2.1189, 0.9016], [-0.5513, 2.8729, -0.2824], [1.7902, -3.4492, -0.2595], [1.8394, -3.2636, -2.1214], [0.0422, -1.7797, -1.8199], [0.9006, -1.7269, 1.0348], [-0.8050, 0.0432, -0.7109], [0.6201, 1.2537, 1.4670], [-0.7752, 0.5024, 2.2330], [-1.1823, 2.6725, 1.8380], [-2.2299, 1.9647, 0.6945], [0.5106, 2.9622, -0.0867], [-0.8780, 2.4978, -1.2428], [-0.8882, 3.9108, -0.2088]],
  "nbo_charge": [0.0951, -0.3880, -0.0976, -0.0363, -0.4733, -0.3855, -0.6310, 0.2223, 0.2404, 0.4480, 0.2237, 0.2008, 0.2439, 0.2501, 0.2211, 0.2103, 0.2080, 0.2103, 0.2377],
  "charge": 1,
  "orbital_gap_ha": 0.324,
  "smiles": "C=[NH+]/C=C/CCC",
  "lumo_ev": -5.49
}

Arrangement Q

{
  "formula": "C6H12N",
  "method": "the ωB97M-V functional and the def2-TZVPD basis",
  "elements": ["C", "C", "C", "C", "H", "H", "H", "H", "H", "H", "C", "C", "N", "H", "H", "H", "H", "H", "H"],
  "coordinates": [[-1.1637, 1.0846, 3.1950], [-0.7489, 0.0263, 2.4948], [0.5615, 0.0603, 1.8461], [1.0104, -0.9076, 1.0339], [-0.5355, 1.9525, 3.3455], [-2.1718, 1.1540, 3.5801], [-1.3688, -0.8528, 2.3752], [1.1799, 0.9072, 2.1230], [1.9082, -0.7659, 0.4464], [0.4395, -1.8230, 0.9157], [-0.5016, 0.7611, -2.8180], [0.9001, -1.1540, -2.1540], [0.1059, -0.2020, -1.8945], [-0.2349, 1.7604, -2.4798], [-1.5781, 0.6287, -2.7506], [-0.1144, 0.6024, -3.8196], [1.2133, -1.3336, -3.1769], [1.1545, -1.8528, -1.3733], [-0.0556, -0.0459, -0.8890]],
  "nbo_charge": [-0.3015, -0.2673, -0.1586, -0.5008, 0.1996, 0.2152, 0.2144, 0.2199, 0.1985, 0.2026, -0.4288, 0.1269, -0.3837, 0.2492, 0.2527, 0.2374, 0.2255, 0.2400, 0.4589],
  "charge": 1,
  "orbital_gap_ha": 0.275,
  "lumo_ev": -4.95
}

Arrangement R

{
  "formula": "C6H12N",
  "method": "the ωB97M-V functional and the def2-TZVPD basis",
  "elements": ["C", "C", "C", "C", "C", "C", "N", "H", "H", "H", "H", "H", "H", "H", "H", "H", "H", "H", "H"],
  "coordinates": [[1.0403, -0.6265, 0.0515], [2.2951, -0.9978, -0.0573], [-0.6864, -0.6747, 0.8518], [-1.7497, -1.4901, 0.1625], [0.4959, 1.5918, 0.6775], [-0.4140, 0.9117, -1.2749], [0.0066, 0.3947, 0.0089], [2.9379, -0.5287, -0.6395], [2.7441, -1.9301, 0.3471], [-0.7865, -0.6874, 1.9433], [-2.7261, -1.4208, 0.8782], [-1.5300, -2.5682, 0.1539], [-1.8698, -1.1309, -0.8311], [0.6757, 1.3462, 1.8179], [1.4168, 1.9987, 0.3274], [-0.2042, 2.5341, 0.5785], [0.3167, 1.4458, -1.9000], [-0.7533, 0.0537, -1.8571], [-1.2091, 1.7784, -1.2387]],
  "nbo_charge": [0.1831, -0.3505, 0.0105, -0.6697, -0.4302, -0.4443, -0.3019, 0.2198, 0.2655, 0.2713, 0.2564, 0.2652, 0.2263, 0.2459, 0.2457, 0.2507, 0.2654, 0.2324, 0.2582],
  "charge": 1,
  "orbital_gap_ha": 0.399,
  "lumo_ev": -3.16
}

Arrangement S

{
  "formula": "C6H12N",
  "method": "the ωB97M-V functional and the def2-TZVPD basis",
  "elements": ["C", "C", "C", "C", "C", "C", "N", "H", "H", "H", "H", "H", "H", "H", "H", "H", "H", "H", "H"],
  "coordinates": [[-2.1049, 0.4623, -0.0189], [-2.6124, -0.7099, 0.1877], [-0.8235, 0.3080, 0.6100], [0.7161, 0.8750, -1.2740], [0.4175, -1.3768, -0.2463], [1.4893, 0.4142, 1.0009], [0.4272, 0.0677, -0.0269], [-2.4931, 1.3350, -0.6107], [-2.9056, -1.5697, 0.8459], [-0.8494, 0.2504, 1.6959], [1.6005, 0.6653, -1.9357], [-0.0725, 0.9130, -2.1309], [0.7908, 1.9486, -1.1344], [1.3104, -1.8283, -0.6583], [0.1141, -1.7213, 0.7915], [-0.4103, -1.6380, -0.9808], [1.4534, -0.3655, 1.8611], [2.5578, 0.4253, 0.6847], [1.3946, 1.5446, 1.3392]],
  "nbo_charge": [-0.2830, -0.0160, -0.1221, -0.4791, -0.4158, -0.4429, -0.2757, 0.2254, 0.2804, 0.2501, 0.2679, 0.2615, 0.2506, 0.2432, 0.2376, 0.2441, 0.2505, 0.2607, 0.2629],
  "charge": 1,
  "orbital_gap_ha": [0.315, 0.317],
  "lumo_ev": [-4.03, -3.99]
}

Computed relative energies in units of hartree: arrangement P 0.0000; arrangement Q 0.0106; arrangement R 0.1376; arrangement S 0.1612